# 1
{
  "formula": "C24H30Cl2N8Rh",
  "method": "wB97M-V/def2-TZVPD",
  "gap_ha": [0.2512, 0.2491],
  "total_charge": 1,
  "species": ["Rh", "N", "C", "N", "C", "N", "C", "C", "N", "C", "C", "N", "H", "H", "H", "H", "H", "C", "C", "C", "C", "C", "C", "C", "C", "C", "C", "C", "C", "N", "H", "H", "H", "H", "H", "H", "H", "H", "H", "H", "H", "H", "H", "H", "H", "H", "H", "Cl", "C", "Cl", "H", "H", "N", "C", "C", "C", "C", "C", "N", "H", "H", "H", "H", "H", "H"],
  "coordinates": [[-0.0851, -0.1166, 0.0957], [0.9789, -0.5144, 4.1708], [-0.0256, -0.4645, 3.2963], [0.4802, -0.2417, 2.1010], [1.8241, -0.1761, 2.3230], [2.1688, -0.3412, 3.5707], [2.7280, -0.0112, 1.1906], [4.1103, 0.0067, 1.3051], [4.8936, 0.0866, 0.2369], [4.2919, 0.1362, -0.9442], [2.9097, 0.1317, -1.0706], [2.1267, 0.0682, 0.0013], [0.9328, -0.6919, 5.1607], [-1.0643, -0.6166, 3.5423], [4.5792, -0.0505, 2.2806], [4.9219, 0.1864, -1.8237], [2.4294, 0.1743, -2.0387], [-3.8751, -0.8521, -0.2248], [-3.6049, -0.6272, 1.2627], [-3.1216, 0.8005, 1.5308], [-2.7327, -1.6864, 1.9229], [-3.1642, -2.2175, 3.1368], [-2.4515, -3.2043, 3.7962], [-1.3310, -3.7482, 3.1817], [-0.8880, -3.3021, 1.9425], [0.2174, -4.0883, 1.2552], [1.5024, -3.3133, 0.9596], [-0.3093, -4.7771, -0.0077], [-1.5503, -2.1972, 1.3531], [-1.1058, -1.6805, 0.1445], [-4.6504, -0.1630, -0.5663], [-4.2219, -1.8702, -0.4101], [-2.9848, -0.6776, -0.8320], [-4.5709, -0.7160, 1.7649], [-2.1844, 1.0097, 1.0117], [-2.9803, 0.9873, 2.5985], [-3.8657, 1.5141, 1.1685], [-4.0862, -1.8429, 3.5684], [-2.7981, -3.5896, 4.7470], [-0.8088, -4.5735, 3.6530], [0.4853, -4.8787, 1.9607], [1.3388, -2.5531, 0.1954], [2.2697, -3.9984, 0.5917], [1.8924, -2.8335, 1.8642], [-0.5909, -4.0429, -0.7659], [-1.1821, -5.3923, 0.2161], [0.4628, -5.4212, -0.4339], [0.1471, 2.6139, 0.7309], [-1.3095, 3.6113, 0.3848], [-2.1797, 3.0619, -1.0296], [-0.9559, 4.6210, 0.2275], [-1.9510, 3.5338, 1.2526], [-1.4599, -1.8221, -2.6436], [-0.8665, -0.6668, -2.9751], [-0.8359, -0.2747, -4.3375], [-0.2491, 0.8951, -4.7092], [0.3272, 1.7077, -3.7207], [0.2587, 1.2792, -2.4296], [-0.3188, 0.1184, -2.0142], [-1.7824, -2.4290, -3.3731], [-1.3993, -2.1350, -1.6708], [-1.2917, -0.9334, -5.0660], [-0.2289, 1.1892, -5.7506], [0.8044, 2.6483, -3.9553], [0.6909, 1.8848, -1.6460]],
  "lowdin_charge": [0.91, 0.07, -0.09, 0.00, -0.33, 0.16, -0.20, -0.03, 0.12, -0.08, -0.07, 0.02, 0.17, 0.13, 0.13, 0.12, 0.11, -0.06, -0.36, -0.09, -0.17, -0.05, -0.07, -0.04, -0.16, -0.37, -0.07, -0.05, -0.30, -0.04, 0.09, 0.09, 0.03, 0.13, -0.01, 0.08, 0.08, 0.12, 0.11, 0.12, 0.13, 0.05, 0.09, 0.07, 0.05, 0.09, 0.08, 0.59, -0.92, 0.61, 0.04, 0.03, 0.16, -0.35, -0.01, -0.05, -0.07, -0.25, -0.01, 0.11, 0.04, 0.12, 0.12, 0.11, 0.04]
}


# 2
{
  "formula": "C24H30F3IrN4OS",
  "method": "wB97M-V/def2-TZVPD",
  "relative_energy_kcal_mol": 4.8,
  "gap_ha": [0.2693, 0.1657],
  "total_charge": 3,
  "spin_multiplicity": 2,
  "species": ["Ir", "C", "C", "N", "C", "C", "C", "C", "C", "C", "C", "N", "C", "C", "N", "N", "H", "H", "H", "H", "H", "H", "H", "H", "H", "H", "H", "H", "H", "H", "H", "H", "H", "H", "O", "S", "C", "C", "C", "C", "H", "H", "H", "H", "H", "H", "H", "H", "F", "C", "F", "F", "C", "C", "C", "C", "C", "C", "C", "C", "H", "H", "H", "H"],
  "coordinates": [[-0.9821, 0.6339, 0.0726], [-3.5537, -0.0870, 1.7232], [-4.0598, 0.9089, 0.7274], [-2.9487, 1.7663, 0.3040], [-3.2007, 2.4529, -0.9711], [-2.9528, 1.5135, -2.1032], [-3.4888, 1.6893, -3.3615], [-3.1593, 0.7832, -4.3596], [-2.3387, -0.2916, -4.0583], [-1.8335, -0.4110, -2.7745], [-0.9102, -1.5379, -2.4072], [-0.5971, -1.5693, -0.9739], [-1.3734, -2.5039, -0.1664], [-2.6793, -1.9076, 0.2724], [-2.3765, -0.8049, 1.1997], [-2.1165, 0.4964, -1.8307], [-4.3513, -0.7906, 1.9729], [-3.2565, 0.4215, 2.6407], [-4.8632, 1.4947, 1.1772], [-4.4722, 0.4050, -0.1479], [-2.7654, 2.4652, 1.0209], [-2.4964, 3.2805, -1.0519], [-4.2106, 2.8655, -1.0173], [-4.1542, 2.5189, -3.5610], [-3.5384, 0.9160, -5.3643], [-2.0850, -1.0304, -4.8070], [0.0133, -1.4167, -2.9758], [-1.3561, -2.4836, -2.7295], [0.3810, -1.8081, -0.8616], [-0.7767, -2.7225, 0.7220], [-1.5493, -3.4443, -0.6942], [-3.2811, -2.6796, 0.7586], [-3.2491, -1.5168, -0.5700], [-1.8639, -1.1898, 1.9885], [-0.2231, 2.5375, -0.6072], [0.5133, 3.5013, -1.5485], [2.0625, 3.9421, -0.7010], [3.0278, 2.8146, -1.0306], [2.8554, 2.5709, -2.5244], [1.3540, 2.4171, -2.7637], [1.8324, 4.0738, 0.3548], [2.3765, 4.8961, -1.1299], [2.7739, 1.9255, -0.4471], [4.0552, 3.0903, -0.7944], [3.3981, 1.6867, -2.8566], [3.2341, 3.4249, -3.0868], [0.9800, 1.4168, -2.5387], [1.0483, 2.7116, -3.7662], [6.1411, -4.3166, 4.0029], [5.0659, -3.9904, 4.7093], [4.3057, -5.0793, 4.8620], [5.4361, -3.5665, 5.9125], [4.2430, -2.9271, 3.9982], [3.1188, -2.4330, 4.6127], [2.2461, -1.5229, 3.9098], [2.5018, -1.1595, 2.5791], [3.6973, -1.5786, 2.0214], [4.5749, -2.4761, 2.7333], [1.4936, -0.4915, 1.8078], [0.6035, 0.0163, 1.1559], [2.8897, -2.7387, 5.6278], [1.3654, -1.1292, 4.4010], [3.9737, -1.2255, 1.0367], [5.5014, -2.8062, 2.2772]],
  "lowdin_spin": [-0.04, 0.00, 0.00, 0.07, 0.00, 0.00, 0.00, 0.00, 0.00, 0.00, -0.01, -0.11, -0.01, 0.00, -0.01, 0.05, 0.00, 0.00, 0.00, 0.00, 0.00, 0.00, 0.00, 0.00, 0.00, 0.00, 0.00, 0.00, 0.00, 0.00, 0.00, 0.00, 0.00, 0.00, -0.02, 0.00, 0.00, 0.00, 0.00, 0.00, 0.00, 0.00, 0.00, 0.00, 0.00, 0.00, 0.00, 0.00, 0.00, 0.00, 0.00, 0.00, 0.03, 0.17, 0.33, 0.04, 0.15, 0.26, 0.06, -0.02, 0.00, 0.01, 0.00, 0.01]
}


# 3
{
  "formula": "C24H30FN3O5S",
  "method": "wB97M-V/def2-TZVPD",
  "relative_energy_kcal_mol": 37.8,
  "gap_ha": 0.3172,
  "smiles": "COc1ccc(OC)c(S(=O)(=O)N2CCC(C(=O)N3CCN(c4ccc(F)cc4)CC3)CC2)c1",
  "total_charge": 0,
  "species": ["C", "O", "C", "C", "C", "C", "O", "C", "C", "S", "O", "O", "N", "C", "C", "C", "C", "O", "N", "C", "C", "N", "C", "C", "C", "C", "F", "C", "C", "C", "C", "C", "C", "C", "H", "H", "H", "H", "H", "H", "H", "H", "H", "H", "H", "H", "H", "H", "H", "H", "H", "H", "H", "H", "H", "H", "H", "H", "H", "H", "H", "H", "H", "H"],
  "coordinates": [[2.7085, 5.5945, -6.7276], [2.6003, 4.3164, -6.1471], [1.5438, 4.0621, -5.3294], [0.5472, 4.9717, -4.9979], [-0.4895, 4.6146, -4.1468], [-0.5587, 3.3367, -3.6038], [-1.5128, 2.8870, -2.7579], [-2.5649, 3.7561, -2.4065], [0.4446, 2.4293, -3.9494], [0.3679, 0.7725, -3.2751], [1.5575, 0.0781, -3.6971], [-0.8881, 0.1637, -3.6007], [0.3836, 1.1107, -1.6376], [-0.3922, 0.2200, -0.8091], [0.3340, -1.1091, -0.6025], [1.7094, -0.8733, 0.0436], [1.5525, -0.3915, 1.4829], [1.6669, 0.7795, 1.7994], [1.2908, -1.3324, 2.4257], [1.0748, -2.7490, 2.2648], [-0.3383, -3.1351, 2.7316], [-0.5076, -2.7210, 4.1043], [-1.3902, -3.3922, 4.9412], [-2.3249, -4.3144, 4.4614], [-3.1437, -5.0162, 5.3261], [-3.0409, -4.7920, 6.6845], [-3.8451, -5.4729, 7.5335], [-2.1297, -3.8849, 7.1946], [-1.3090, -3.1974, 6.3255], [-0.3151, -1.2921, 4.2502], [1.0973, -0.9212, 3.8024], [2.4997, 0.1354, -0.8024], [1.6931, 1.4016, -1.0995], [1.4747, 2.7756, -4.7886], [3.6104, 5.5642, -7.3366], [2.8127, 6.3749, -5.9669], [1.8489, 5.8205, -7.3666], [0.5574, 5.9746, -5.3947], [-1.2405, 5.3536, -3.9168], [-2.1958, 4.6373, -1.8715], [-3.1357, 4.0736, -3.2848], [-3.2109, 3.1790, -1.7477], [-1.3412, 0.0642, -1.3227], [-0.5683, 0.7205, 0.1480], [-0.2810, -1.7739, 0.0061], [0.4790, -1.5679, -1.5834], [2.2767, -1.8101, 0.0514], [1.2116, -3.0617, 1.2328], [1.8008, -3.2809, 2.8932], [-0.4345, -4.2192, 2.6646], [-1.0835, -2.6645, 2.0686], [-2.4349, -4.4821, 3.4020], [-3.8656, -5.7249, 4.9520], [-2.0626, -3.7334, 8.2603], [-0.5799, -2.5129, 6.7297], [-0.4683, -0.9940, 5.2852], [-1.0392, -0.7460, 3.6229], [1.2518, 0.1570, 3.8564], [1.8316, -1.4314, 4.4351], [3.4173, 0.4133, -0.2819], [2.7555, -0.3371, -1.7518], [2.2167, 2.0133, -1.8368], [1.5576, 1.9773, -0.1806], [2.2265, 2.0417, -5.0282]],
  "lowdin_charge": [-0.09, -0.08, -0.27, -0.01, 0.00, -0.27, -0.10, -0.07, -0.18, 0.70, -0.29, -0.27, -0.23, -0.18, -0.11, -0.22, -0.41, 0.06, -0.05, -0.12, -0.15, -0.11, -0.23, -0.02, -0.01, -0.29, 0.05, -0.01, -0.02, -0.13, -0.11, -0.12, -0.18, 0.03, 0.09, 0.10, 0.10, 0.11, 0.11, 0.10, 0.10, 0.10, 0.12, 0.13, 0.10, 0.12, 0.14, 0.11, 0.14, 0.12, 0.13, 0.10, 0.12, 0.12, 0.11, 0.11, 0.14, 0.12, 0.13, 0.13, 0.10, 0.12, 0.12, 0.13]
}


# 4
{
  "formula": "C24H30FeN3S5",
  "method": "wB97M-V/def2-TZVPD",
  "relative_energy_kcal_mol": 12.7,
  "gap_ha": [0.2854, 0.2977],
  "total_charge": 1,
  "spin_multiplicity": 5,
  "species": ["Fe", "C", "C", "S", "C", "C", "S", "C", "C", "S", "C", "C", "S", "H", "H", "H", "H", "H", "H", "H", "H", "H", "H", "H", "H", "H", "H", "H", "H", "S", "C", "C", "C", "C", "C", "C", "N", "C", "C", "C", "C", "C", "C", "C", "H", "H", "H", "H", "H", "H", "H", "H", "C", "N", "C", "C", "N", "H", "H", "H", "H", "H", "H"],
  "coordinates": [[0.6096, -0.4689, 0.1988], [3.8057, 0.3705, 1.7394], [4.1114, 0.8701, 0.3267], [2.6621, 1.0467, -0.7577], [2.1470, 2.7545, -0.4573], [1.4151, 2.9860, 0.8623], [0.0034, 1.8605, 1.0823], [0.0773, 1.6698, 2.8906], [-0.7359, 0.4723, 3.3842], [-0.3924, -1.1207, 2.5757], [0.9139, -1.8278, 3.6122], [2.2859, -1.1767, 3.4460], [2.7360, -1.0971, 1.6913], [3.2989, 1.1382, 2.3278], [4.7327, 0.0982, 2.2434], [4.7555, 0.1569, -0.1889], [4.6309, 1.8279, 0.3681], [1.5016, 2.9887, -1.3041], [3.0250, 3.3974, -0.5125], [1.0384, 4.0067, 0.9057], [2.0899, 2.8311, 1.7035], [-0.3159, 2.5806, 3.3415], [1.1274, 1.5699, 3.1659], [-1.8001, 0.6432, 3.2229], [-0.5764, 0.3367, 4.4541], [0.9460, -2.8749, 3.3072], [0.5880, -1.7830, 4.6508], [3.0420, -1.7630, 3.9669], [2.2904, -0.1660, 3.8568], [-2.4692, -2.9917, -1.6599], [-3.5257, -1.7768, -1.0259], [-4.9023, -1.6376, -1.1851], [-5.5255, -0.5665, -0.5728], [-4.7921, 0.3454, 0.1963], [-3.4277, 0.2002, 0.3589], [-2.7855, -0.8708, -0.2644], [-1.4292, -1.1573, -0.1988], [-1.1136, -2.2304, -0.8753], [0.2527, -2.7817, -1.0532], [0.3698, -4.1511, -1.3697], [1.5895, -4.6806, -1.7279], [2.7140, -3.8581, -1.7568], [2.6116, -2.5309, -1.3687], [1.3904, -1.9391, -1.0262], [-5.4696, -2.3531, -1.7678], [-6.5937, -0.4330, -0.6848], [-5.3027, 1.1744, 0.6707], [-2.8547, 0.9083, 0.9491], [-0.5019, -4.8006, -1.3316], [1.6695, -5.7283, -1.9912], [3.6679, -4.2644, -2.0749], [3.5184, -1.9255, -1.3655], [-0.8866, 2.7873, -4.2879], [-1.4737, 2.1330, -3.1103], [-2.6944, 2.6765, -2.4971], [-0.7268, 1.2935, -2.4143], [-0.0607, 0.5473, -1.8278], [-1.6816, 3.0087, -4.9960], [-0.1771, 2.1123, -4.7610], [-0.3757, 3.7166, -4.0252], [-3.1860, 3.3084, -3.2307], [-2.4720, 3.2708, -1.6092], [-3.3693, 1.8671, -2.2186]],
  "lowdin_spin": [3.62, 0.00, 0.00, 0.04, 0.00, 0.00, 0.02, 0.00, 0.00, 0.03, 0.00, 0.00, 0.03, 0.00, 0.00, 0.00, 0.00, 0.00, 0.00, 0.00, 0.00, 0.00, 0.00, 0.00, 0.00, 0.00, 0.00, 0.00, 0.00, 0.00, 0.00, 0.00, 0.00, 0.00, 0.00, 0.00, 0.04, 0.01, 0.02, 0.01, 0.00, 0.00, 0.01, 0.08, 0.00, 0.00, 0.00, 0.00, 0.00, 0.00, 0.00, 0.00, 0.00, 0.00, 0.00, 0.00, 0.03, 0.00, 0.00, 0.00, 0.00, 0.00, 0.00]
}


We obtain total energy values of -2401.3164; -2027.8459; -1971.0389; -4351.2482 hartree for the records listed above, in that order.